# 1
This record from the OMol25 dataset describes C28H40BBrN8S3SeTi as an isolated structure. The level of theory is ωB97M-V/def2-TZVPD.

```
83
Properties=species:S:1:pos:R:3:forces:R:3
Ti 1.9087 -1.0165 1.4060 -0.6 -0.4 -0.2
C 3.2018 -2.6682 -3.4054 0.0 0.0 0.0
C 2.5809 -1.4017 -3.9944 0.0 0.0 0.0
C 3.5567 -0.2263 -4.0054 0.0 0.0 0.0
C 2.1625 -1.6914 -5.4340 0.0 0.0 0.0
N 1.3617 -1.0337 -3.2053 0.1 0.0 -0.1
C 0.0675 -1.0662 -3.7002 0.1 0.0 0.0
C -0.7535 -0.7393 -2.6874 0.0 0.0 0.0
N 0.0180 -0.5038 -1.5717 -0.2 0.1 0.1
B -0.5446 -0.0378 -0.1976 0.1 -0.2 0.0
N -1.3715 1.2348 -0.4361 0.0 -0.1 0.0
C -2.6818 1.2735 -0.8972 0.1 -0.1 0.0
C -2.9779 2.5409 -1.2125 0.1 0.1 0.0
N -1.8446 3.3077 -0.9731 -0.1 0.1 0.0
C -0.8394 2.4932 -0.5269 0.0 -0.1 0.0
S 0.7638 2.8942 -0.2126 0.1 -0.1 0.0
C -1.7475 4.7744 -1.2325 0.0 0.0 0.0
C -1.3393 5.4972 0.0502 0.0 0.0 0.0
C -3.1166 5.3027 -1.6662 0.1 -0.1 0.0
C -0.7445 5.0169 -2.3578 0.0 0.1 0.0
N -1.4414 -1.1260 0.4785 0.0 0.2 0.0
C -2.6419 -0.9453 1.1483 0.1 0.1 -0.1
C -2.9822 -2.1175 1.7086 0.0 0.0 0.0
N -1.9797 -3.0260 1.4217 0.0 -0.1 0.1
C -1.0258 -2.3908 0.7024 0.0 0.0 -0.1
S 0.5206 -2.9744 0.2455 0.1 0.0 0.0
C -1.9610 -4.4527 1.8840 0.0 0.1 0.0
C -0.8155 -4.6656 2.8721 0.0 0.0 0.0
C -1.8440 -5.3664 0.6657 0.0 0.0 0.0
C -3.2768 -4.7500 2.5982 0.0 0.0 0.0
C 1.3037 -0.6840 -1.8970 0.1 -0.1 0.0
S 2.6665 -0.5570 -0.8514 0.1 0.2 -0.1
H 4.0382 -2.9756 -4.0342 0.0 0.0 0.0
H 2.4663 -3.4740 -3.3879 0.0 0.0 0.0
H 3.5670 -2.5138 -2.3934 0.0 0.0 0.0
H 4.4196 -0.4911 -4.6174 0.0 0.0 0.0
H 3.9088 0.0236 -3.0088 0.0 0.0 0.0
H 3.0826 0.6554 -4.4397 0.0 0.0 0.0
H 3.0636 -1.9251 -5.9991 0.0 0.0 0.0
H 1.6890 -0.8283 -5.9039 0.0 0.0 0.0
H 1.4973 -2.5529 -5.5018 0.0 0.0 0.0
H -0.1602 -1.3115 -4.7174 0.0 0.0 0.0
H -1.8240 -0.6488 -2.6721 0.0 0.0 0.0
H 0.4339 0.1791 0.4931 -0.2 0.1 0.1
H -3.3055 0.4006 -0.9577 0.0 0.0 0.0
H -3.8981 2.9527 -1.5735 0.0 0.0 0.0
H -2.0354 5.2579 0.8562 0.0 0.0 0.0
H -1.3719 6.5733 -0.1250 0.0 0.0 0.0
H -0.3365 5.2155 0.3594 0.0 0.0 0.0
H -3.8756 5.1456 -0.8984 0.0 0.0 0.0
H -3.4531 4.8551 -2.6020 0.0 0.0 0.0
H -3.0255 6.3757 -1.8293 0.0 0.0 0.0
H 0.2404 4.6425 -2.0883 0.0 0.0 0.0
H -0.6764 6.0886 -2.5522 0.0 0.0 0.0
H -1.0758 4.5217 -3.2726 0.0 0.0 0.0
H -3.1324 0.0063 1.2209 0.0 0.0 0.0
H -3.8289 -2.3588 2.3185 0.0 0.0 0.0
H 0.1507 -4.4415 2.4276 0.0 0.0 0.0
H -0.8226 -5.7098 3.1888 0.0 0.0 0.0
H -0.9548 -4.0364 3.7520 0.0 0.0 0.0
H -0.9059 -5.2110 0.1385 0.0 0.0 0.0
H -2.6726 -5.1904 -0.0233 0.0 0.0 0.0
H -1.8859 -6.4045 0.9964 0.0 0.0 0.0
H -3.3920 -4.1426 3.4968 0.0 0.0 0.0
H -3.2589 -5.7949 2.9048 0.0 0.0 0.0
H -4.1399 -4.6066 1.9455 0.0 0.0 0.0
C 2.0431 3.5548 4.7955 0.0 0.0 0.0
C 2.4522 2.3720 3.9649 0.2 -0.1 0.0
C 3.6727 1.6957 4.1776 -0.2 0.0 -0.1
C 4.0050 0.5770 3.4347 0.2 0.2 0.2
C 3.0797 0.1701 2.4913 0.2 0.1 0.0
Br 3.6517 -2.6725 1.7015 0.2 -0.3 0.1
N 1.9762 0.8295 2.2647 0.1 -0.2 0.3
C 1.6161 1.9016 2.9723 -0.1 0.3 -0.2
H 2.9029 3.9996 5.2945 0.0 0.0 0.0
H 1.3271 3.2537 5.5624 0.0 0.0 0.0
H 1.5688 4.3190 4.1804 0.0 0.0 0.0
H 4.3416 2.0526 4.9526 0.0 0.0 0.0
H 4.9154 0.0159 3.5955 0.0 0.0 0.0
H 0.6833 2.3876 2.7144 0.0 0.0 0.0
Se -1.4316 -0.9174 4.9527 0.0 0.0 0.0
C -0.1723 -1.2388 3.7613 -0.1 -0.1 0.0
N 0.6592 -1.4708 2.9670 -0.1 0.2 -0.2
```
Forces are in eV/Å.

Properties
- LUMO level: -0.0167 Ha
- Orbital gap: 6.90 eV
- Relative energy (zero: lowest compared OMol25 entry of this formula, charge and spin): 0.00 kcal per mole



# 2
This record from the OMol25 dataset describes C28H40F3MoNO2P2 as an isolated structure. The level of theory is ωB97M-V/def2-TZVPD.

```
77
Properties=species:S:1:pos:R:3:forces:R:3
Mo 0.0927 -1.1924 0.2571 0.7 1.7 -0.2
C 3.9912 -0.8063 1.6020 -0.1 -0.1 0.0
C 3.8694 -1.3750 0.1871 -0.4 -0.2 0.3
C 5.1325 -1.2163 -0.6520 -0.2 0.0 -0.1
P 2.3403 -0.6484 -0.5784 1.5 0.7 -1.2
C 2.4159 -0.9830 -2.4144 -0.3 0.0 0.0
C 1.0047 -1.3102 -2.9092 0.0 -0.1 0.2
C 2.9941 0.1737 -3.2222 0.1 -0.1 0.1
C 2.3438 1.1528 -0.3795 -0.5 -0.2 0.3
C 3.4027 2.0241 -0.5899 -0.1 0.0 0.0
C 3.2217 3.4049 -0.5123 -0.2 -0.2 0.0
C 4.3590 4.3582 -0.6127 0.1 0.1 0.0
C 1.9218 3.8825 -0.3441 0.1 -0.2 -0.1
C 0.8665 3.0309 -0.0957 -0.2 -0.1 0.0
C 1.0758 1.6487 -0.0071 1.2 0.4 -0.4
N 0.1096 0.7198 0.4230 -0.1 1.8 0.4
C -0.9722 1.3268 1.1139 -1.3 0.3 0.4
C -0.8228 2.3556 2.0437 0.2 -0.2 0.1
C -1.9364 2.9716 2.5863 0.0 -0.2 -0.1
C -3.2286 2.6045 2.2161 0.1 -0.2 -0.1
C -4.4289 3.3016 2.7519 -0.2 0.1 0.2
C -3.3826 1.5165 1.3566 0.2 0.1 0.1
C -2.2771 0.8707 0.8307 0.6 -0.2 -0.1
P -2.2733 -0.7071 -0.0472 -1.5 0.6 -0.4
C -3.0160 -0.5391 -1.7362 0.4 -0.1 0.1
C -4.2880 0.3004 -1.7733 0.1 0.1 0.1
C -3.1834 -1.9369 -2.3328 0.2 0.0 0.1
C -3.1586 -1.9430 1.0391 0.2 -0.1 -0.2
C -4.6796 -1.8432 1.1001 0.1 0.1 -0.2
C -2.5574 -1.8526 2.4444 0.3 0.0 -0.1
H 4.7495 -1.3533 2.1592 0.0 0.0 0.0
H 3.0422 -0.9013 2.1437 0.2 0.1 0.0
H 4.2762 0.2441 1.5785 0.0 0.0 0.0
H 3.6620 -2.4487 0.2496 -0.1 0.1 0.0
H 5.9473 -1.7257 -0.1434 0.1 0.0 0.1
H 5.4230 -0.1790 -0.7788 0.1 0.1 0.0
H 5.0274 -1.6767 -1.6318 0.1 0.0 -0.1
H 3.0415 -1.8768 -2.5352 -0.1 0.1 0.1
H 0.3369 -0.4486 -2.7633 0.0 -0.2 0.0
H 0.6037 -2.1963 -2.3949 -0.1 0.1 -0.1
H 1.0344 -1.5374 -3.9749 -0.1 0.0 0.0
H 2.3470 1.0473 -3.1642 0.0 0.1 0.0
H 3.0713 -0.1225 -4.2663 0.0 0.0 -0.1
H 3.9866 0.4534 -2.8830 0.1 0.1 0.0
H 4.3872 1.6445 -0.8171 0.1 0.0 0.0
H 5.2659 3.8800 -0.9706 0.1 0.0 0.0
H 4.5593 4.7806 0.3727 0.1 0.0 0.0
H 4.1028 5.1890 -1.2662 0.1 0.1 -0.1
H 1.7472 4.9456 -0.3994 -0.1 0.1 0.0
H -0.1211 3.4480 0.0264 0.0 0.0 0.0
H 0.1658 2.6615 2.3574 0.0 0.1 0.0
H -1.7986 3.7651 3.3044 0.0 0.1 0.1
H -4.1720 4.2749 3.1631 -0.1 0.0 0.0
H -4.8781 2.7072 3.5497 0.0 0.0 0.0
H -5.1803 3.4207 1.9735 0.0 0.1 0.0
H -4.3751 1.1843 1.0935 -0.1 0.0 0.0
H -2.2372 -0.0002 -2.3029 -0.1 -0.1 0.2
H -5.0934 -0.1495 -1.1999 -0.1 0.0 0.0
H -4.6234 0.3908 -2.8045 0.0 0.0 -0.1
H -4.0993 1.3024 -1.3933 -0.1 0.1 0.0
H -4.0405 -2.4520 -1.9010 0.0 0.0 0.0
H -2.2862 -2.5434 -2.1621 -0.1 -0.1 -0.1
H -3.3449 -1.8667 -3.4073 0.0 0.0 0.0
H -2.8945 -2.9173 0.5948 0.0 0.3 0.1
H -5.0112 -0.9089 1.5473 0.0 0.1 0.0
H -5.0501 -2.6570 1.7226 0.0 0.0 0.0
H -5.1326 -1.9518 0.1188 -0.1 0.0 0.0
H -2.9337 -0.9773 2.9749 0.1 0.0 0.0
H -1.4507 -1.7904 2.4263 -0.4 0.0 0.2
H -2.8325 -2.7393 3.0131 0.1 0.0 0.0
F 1.9229 -3.3172 1.7759 0.1 -0.3 0.3
C 1.4293 -4.3682 1.0496 0.3 0.5 -0.1
F 1.9351 -4.1854 -0.1901 0.0 -0.4 0.0
F 1.8697 -5.4835 1.5543 -0.5 0.1 -0.1
C -0.1144 -4.1100 0.9943 0.4 -2.4 1.0
O -0.9816 -4.8110 1.4065 0.4 0.4 -0.3
O -0.2177 -2.9302 0.4539 -1.2 -2.7 -0.1
```
Forces are in eV/Å.

Properties
- LUMO level (spin up / spin down): -0.2933 / -0.2717 Ha
- Net charge: +2
- Orbital gap (spin up / spin down): 6.25 / 6.67 eV
- Multiplicity: 3
- <S²>: 2.29